(1)
DFT (ωB97M-V/def2-TZVPD) results for a molecular structure, C43H39F9N4O4PSW.

Calculated values
- expectation value of S² = 2.033
- ΔE to the lowest compared entry with this formula, charge and spin (eV) = 0.000
- highest occupied orbital energy (alpha / beta) (eV) = -10.193 / -10.192
- LUMO (alpha / beta) (eV) = -4.3 / -4.5
- total energy (eV) = -105777.0746
- frontier orbital gap (alpha / beta) (eV) = 5.88 / 5.65

Structure (ORCA input):
```
! RIJCOSX wB97M-V def2-TZVPD def2/J DEFGRID3
* xyz 1 3
W 1.30228 0.38467 0.17663
C 0.26834 4.26430 -0.52879
C 1.65828 4.34433 -0.61017
C 2.44445 3.68256 0.32091
C 1.84513 2.96342 1.35943
C 0.45532 2.89917 1.45114
C -0.32988 3.54049 0.49221
H -0.34828 4.78897 -1.24819
H 2.12209 4.94060 -1.38599
H 3.52241 3.77217 0.28172
H 2.45489 2.53176 2.14332
H -0.00856 2.41720 2.29946
H -1.40811 3.50701 0.57240
N 1.59071 1.25639 -1.88113
C 0.73239 0.58106 -2.86094
C -0.02079 1.33040 -3.74335
C -0.99432 0.69543 -4.50269
C -1.18846 -0.66855 -4.37485
C -0.31497 -1.42825 -3.60354
C 0.64065 -0.80318 -2.81870
S -2.69005 -1.44249 -5.00167
O -3.30720 -0.40979 -5.80222
O -2.23779 -2.62915 -5.68725
O -3.37324 -1.70685 -3.73236
H 2.55790 1.17301 -2.17649
H 1.39111 2.25828 -1.90636
H 0.11047 2.40686 -3.80320
H -1.65299 1.24763 -5.16113
H -0.42874 -2.50487 -3.58816
H 1.28549 -1.38302 -2.16657
F -3.27265 -6.19452 -1.30109
C -3.46830 -5.67700 -0.08483
F -2.88343 -6.49960 0.80709
F -4.78763 -5.70010 0.16392
C -2.91711 -4.27727 0.02907
C -2.61764 -3.77476 1.28929
C -2.13520 -2.48387 1.41949
C -1.93814 -1.70148 0.28146
C -2.27661 -2.19875 -0.97109
C -2.77307 -3.48689 -1.09962
P -1.36527 0.02022 0.36478
C -1.70259 0.55257 2.07932
C -2.70687 1.46039 2.38777
C -2.87918 1.90101 3.69610
C -2.05329 1.42278 4.69701
C -1.05505 0.49872 4.40640
C -0.87845 0.07266 3.10394
C -2.19242 1.91017 6.11730
F -3.33317 2.57721 6.31212
F -1.17668 2.73623 6.43400
F -2.15485 0.88828 6.98467
C -2.60956 0.84287 -0.66381
C -3.93206 0.38760 -0.57872
C -4.90257 0.91182 -1.40818
C -4.56126 1.88637 -2.33966
C -3.25992 2.33936 -2.43712
C -2.28888 1.81345 -1.59734
C -5.62764 2.41690 -3.26953
F -5.90370 1.54976 -4.23963
F -6.76636 2.65707 -2.59436
F -5.24925 3.57354 -3.83944
H -2.77082 -4.38751 2.16755
H -1.93459 -2.10067 2.40993
H -2.25283 -1.58734 -1.86414
H -3.06916 -3.82431 -2.08462
H -3.36212 1.83841 1.61367
H -3.66054 2.61073 3.93000
H -0.42333 0.11711 5.19823
H -0.09304 -0.64050 2.88045
H -4.19966 -0.39508 0.11932
H -5.92078 0.55273 -1.34798
H -2.99830 3.07860 -3.18157
H -1.26648 2.14604 -1.70125
N 8.66045 1.31198 0.75302
C 7.76137 0.68193 1.53617
O 8.04636 0.08073 2.54661
C 6.30661 0.73532 1.10286
C 5.84810 1.14896 -0.13926
C 4.49185 1.11286 -0.40384
N 3.58499 0.67904 0.47828
C 4.03480 0.29155 1.68532
C 5.36785 0.30599 2.03041
H 9.62653 1.28309 1.03656
H 8.41458 1.86934 -0.04283
H 6.51224 1.48334 -0.92391
H 4.13581 1.45890 -1.36054
H 3.28261 -0.04658 2.38502
H 5.69676 -0.02675 3.00507
C 2.25621 -2.87603 2.26791
C 2.00525 -2.63985 0.78057
C 3.28607 -2.81912 -0.03545
C 0.92404 -3.59422 0.27068
N 1.53553 -1.26654 0.57427
H 2.42206 -3.94058 2.43419
H 1.39316 -2.57477 2.86253
H 3.14247 -2.35085 2.62607
H 3.71495 -3.79952 0.17359
H 4.03266 -2.06702 0.22165
H 3.07760 -2.76129 -1.10452
H 1.31366 -4.61295 0.27852
H 0.62486 -3.34687 -0.74848
H 0.04254 -3.56261 0.90712
*
```

(2)
DFT (ωB97M-V/def2-TZVPD) results for a molecular structure, C43H39N9O4S4Zr.

Calculated values
- ΔE to the lowest compared entry with this formula, charge and spin (eV) = 0.429
- highest occupied orbital energy (eV) = -12.750
- LUMO (eV) = -5.0
- total energy (eV) = -111437.3854
- frontier orbital gap (eV) = 7.72

Structure (ORCA input):
```
! RIJCOSX wB97M-V def2-TZVPD def2/J DEFGRID3
* xyz 2 1
Zr -0.18134 -0.24572 -0.47409
O 5.52730 -4.75024 -0.83064
C 4.55005 -4.95525 0.16181
C 3.46855 -3.92769 0.00303
C 2.35891 -3.91458 0.83256
C 1.39406 -2.94782 0.65575
N 1.45116 -1.99762 -0.29097
C 2.50888 -2.03488 -1.12224
C 3.52704 -2.96408 -0.98975
C 2.53058 -1.04493 -2.21861
C 3.50408 -1.07494 -3.20234
C 3.48112 -0.15880 -4.24264
C 4.55607 -0.20417 -5.30283
O 5.84515 -0.22277 -4.72546
C 2.46609 0.78257 -4.24025
C 1.53512 0.76257 -3.22164
N 1.53722 -0.13326 -2.22440
H 6.21116 -5.42172 -0.75503
H 4.97156 -4.86210 1.16961
H 4.09515 -5.94925 0.08583
H 2.22902 -4.64975 1.61644
H 0.52708 -2.93951 1.29170
H 4.37846 -2.96401 -1.64852
H 4.30013 -1.80245 -3.17843
H 4.42737 0.61966 -6.00860
H 4.46535 -1.13674 -5.86181
H 6.09735 0.66759 -4.46072
H 2.39343 1.53616 -5.01311
H 0.76853 1.51563 -3.18466
O -0.80733 -1.46161 1.16878
N -1.15301 -1.00329 2.32303
N -1.04365 0.24737 2.37532
O -0.60366 0.90974 1.33319
C -1.34682 0.95984 3.57882
C -0.75159 2.19436 3.77222
C -1.04131 2.89797 4.93015
C -1.91386 2.36753 5.87022
C -2.49908 1.12579 5.65564
C -2.22242 0.41022 4.50348
H -0.06072 2.57093 3.03128
H -0.57735 3.85950 5.10558
H -2.13786 2.92089 6.77203
H -3.18288 0.71677 6.38669
H -2.68546 -0.54807 4.31519
S -4.88840 -1.50718 -0.52249
C -4.88840 -0.12360 0.51689
C -5.94438 0.36324 1.27861
C -5.73247 1.49653 2.03687
C -4.48743 2.12898 2.02068
C -3.44255 1.64273 1.26012
C -3.62568 0.48690 0.49627
N -2.69791 -0.15282 -0.34026
C -3.24769 -1.18205 -0.93251
C -2.49481 -2.03430 -1.84387
C -3.15626 -2.90202 -2.71273
C -2.42577 -3.67920 -3.59141
C -1.04022 -3.58536 -3.58121
C -0.40076 -2.70939 -2.71329
C -1.09950 -1.88494 -1.82435
H -6.90478 -0.13452 1.27379
H -6.53439 1.89639 2.64226
H -4.33294 3.01618 2.62209
H -2.48816 2.14092 1.27664
H -4.23849 -2.96541 -2.70919
H -2.92722 -4.35422 -4.27152
H -0.45463 -4.19786 -4.25558
H 0.68160 -2.68183 -2.75993
C 0.41476 4.74251 1.28276
N -0.67775 4.24700 0.45828
C -1.94932 4.79003 0.38986
C -2.63460 4.09454 -0.52716
N -1.77652 3.11524 -1.03262
C -0.55850 3.23655 -0.42145
S 0.86691 2.36337 -0.66617
C -2.07846 2.31724 -2.16394
C -3.07072 2.75629 -3.03025
C -3.35356 2.00699 -4.15400
C -2.60299 0.87430 -4.40905
C -1.62455 0.52325 -3.50312
N -1.37246 1.20570 -2.37056
H -0.00191 5.36004 2.07376
H 1.10281 5.33375 0.68056
H 0.96245 3.90166 1.70233
H -2.25701 5.60516 1.02032
H -3.67012 4.15887 -0.80163
H -3.59041 3.68609 -2.86006
H -4.12793 2.32904 -4.83722
H -2.76034 0.27218 -5.29228
H -1.00800 -0.34424 -3.68105
S 2.67388 0.48360 1.38425
C 3.00725 -0.30475 2.80716
N 4.16904 -0.21852 3.45604
C 4.22638 -0.73570 4.81682
C 3.19925 -1.85906 4.85524
S 1.90121 -1.33302 3.69288
H 4.87490 0.40811 3.09855
H 3.97345 0.05448 5.52819
H 5.22664 -1.10192 5.03967
H 2.77178 -1.99270 5.84503
H 3.61808 -2.80313 4.51134
*
```

(3)
DFT (ωB97M-V/def2-TZVPD) results for a molecular structure, C43H40BrGeN6O2PZn.

Calculated values
- ΔE to the lowest compared entry with this formula, charge and spin (eV) = 0.443
- highest occupied orbital energy (eV) = -7.695
- LUMO (eV) = 0.1
- total energy (eV) = -242543.0165
- frontier orbital gap (eV) = 7.78

Structure (ORCA input):
```
! RIJCOSX wB97M-V def2-TZVPD def2/J DEFGRID3
* xyz 0 1
Zn 0.75552 -2.20717 1.39600
C -4.12029 -3.54745 3.74704
N -2.68523 -3.44127 3.55488
C -1.77082 -4.30047 4.10279
C -0.54964 -3.90882 3.64123
N -0.70388 -2.82669 2.82892
C -2.00044 -2.56175 2.77289
P -2.82055 -1.17932 1.91577
C -2.07655 0.18989 2.82001
N -0.82525 0.26780 3.21031
C -0.72932 1.41716 3.92997
C -1.94771 2.04023 3.97795
N -2.81167 1.24921 3.27935
C -4.22561 1.49927 3.09006
C -1.91346 -1.15618 0.34972
N -0.62259 -0.95618 0.16296
C -0.41192 -1.03803 -1.18321
C -1.59012 -1.28368 -1.81918
N -2.54221 -1.34924 -0.84269
C -3.93646 -1.66767 -1.08373
H -4.49645 -4.45272 3.27077
H -4.60786 -2.68340 3.30298
H -4.34680 -3.57743 4.81151
H -2.06547 -5.09493 4.76356
H 0.42017 -4.32727 3.84467
H 0.20693 1.72838 4.36200
H -2.26759 2.96070 4.43291
H -4.45337 2.48767 3.48204
H -4.82874 0.76189 3.62013
H -4.47810 1.47724 2.02833
H 0.56932 -0.94270 -1.61574
H -1.82575 -1.41701 -2.85944
H -4.24933 -1.19903 -2.01449
H -4.54844 -1.28657 -0.26961
H -4.06859 -2.74713 -1.16156
Br 3.43845 -2.32684 -0.25748
C 2.44869 -3.20855 -1.60700
C 3.02846 -3.27165 -2.84332
C 2.37255 -3.93220 -3.89925
C 1.16937 -4.52684 -3.66870
C 0.56145 -4.47116 -2.39050
C -0.68110 -5.12369 -2.18973
C -1.27074 -5.09178 -0.96495
C -0.66839 -4.36275 0.08463
C 0.51732 -3.67312 -0.03207
C 1.17724 -3.77985 -1.30683
H 3.99874 -2.82284 -3.00022
H 2.83873 -3.97938 -4.87432
H 0.65626 -5.06015 -4.45983
H -1.13304 -5.65091 -3.02099
H -2.20645 -5.61181 -0.79186
H -1.20540 -4.34723 1.03106
O 2.79179 0.17330 3.91454
C 2.31322 -0.02167 2.80932
O 2.02751 -1.18608 2.33596
C 2.06828 1.16415 1.88123
C 2.41691 0.93806 0.41786
Ge 1.77403 2.35336 -0.74826
C 2.92190 3.93473 -0.62967
C 3.25484 4.49450 0.60499
C 4.08040 5.60614 0.68816
C 4.59194 6.17866 -0.46761
C 4.27610 5.63268 -1.70228
C 3.45141 4.51850 -1.77921
C -0.06487 2.90205 -0.32784
C -0.31442 3.99643 0.49926
C -1.61330 4.38957 0.79850
C -2.68996 3.69632 0.26526
C -2.46065 2.59992 -0.55483
C -1.16068 2.21005 -0.84621
C 1.79319 1.68319 -2.58493
C 1.05404 2.30022 -3.59360
C 1.05101 1.79698 -4.88748
C 1.79146 0.66338 -5.19217
C 2.53508 0.03765 -4.20219
C 2.53921 0.54996 -2.91168
H 2.62308 2.00225 2.30446
H 1.00468 1.39238 1.95750
H 1.96563 0.00026 0.09006
H 3.49453 0.84116 0.26445
H 2.87594 4.05588 1.52184
H 4.33011 6.02149 1.65619
H 5.23894 7.04384 -0.40472
H 4.67847 6.06991 -2.60737
H 3.22325 4.09604 -2.75122
H 0.51221 4.56679 0.90546
H -1.78257 5.24960 1.43401
H -3.70295 4.01647 0.47805
H -3.29648 2.06301 -0.98927
H -0.99731 1.36905 -1.50819
H 0.45476 3.17459 -3.36274
H 0.46703 2.28522 -5.65700
H 1.78483 0.26564 -6.19911
H 3.10410 -0.85463 -4.42952
H 3.11942 0.04244 -2.14771
*
```

(4)
DFT (ωB97M-V/def2-TZVPD) results for a molecular structure, C43H40I2MgN4O5SSi.

Calculated values
- highest occupied orbital energy (eV) = -1.981
- LUMO (eV) = 3.5
- total energy (eV) = -101805.8352
- frontier orbital gap (eV) = 5.48

Structure (ORCA input):
```
! RIJCOSX wB97M-V def2-TZVPD def2/J DEFGRID3
* xyz -2 1
Mg -0.38068 -1.44807 0.43940
I 0.79612 -4.65041 4.78101
C -1.04947 -3.96668 4.11642
C -2.20775 -4.32489 4.80915
C -3.44553 -3.90074 4.39670
I -5.11039 -4.52321 5.49058
C -3.57897 -3.07234 3.24542
C -4.80115 -2.59897 2.71925
C -4.81025 -1.83511 1.59080
C -3.59303 -1.48984 0.97670
N -2.43653 -1.88192 1.45477
C -2.40718 -2.68886 2.55444
C -1.06242 -3.16061 2.94863
O -0.06204 -2.85547 2.27232
H -2.12209 -4.95302 5.68612
H -5.72700 -2.85952 3.21773
H -5.74125 -1.48037 1.16551
H -3.56687 -0.89181 0.07235
C -1.48398 0.67856 3.43441
C -0.05025 0.21251 3.37098
C 0.75956 0.22468 4.49501
C 2.07021 -0.23801 4.35237
C 2.53939 -0.66530 3.13621
C 1.66823 -0.64176 2.00473
N 0.37750 -0.20128 2.17759
N 1.94776 -1.05650 0.75910
Si 3.50414 -1.32607 0.16558
C 4.32106 -2.86804 0.84470
C 3.50247 -1.54935 -1.68005
C 4.67627 0.10383 0.50214
H -1.53512 1.72553 3.74932
H -2.05066 0.08446 4.15681
H -1.95164 0.58621 2.45474
H 0.36967 0.55751 5.44875
H 2.72207 -0.27828 5.22008
H 3.53936 -1.06530 3.03829
H 3.67088 -3.73246 0.67415
H 4.50364 -2.80851 1.92173
H 5.27865 -3.04380 0.33959
H 2.83370 -2.35743 -1.99729
H 4.52325 -1.81541 -1.97909
H 3.21115 -0.63891 -2.21472
H 5.09376 0.07079 1.51294
H 4.13454 1.05197 0.40120
H 5.50770 0.10241 -0.21264
C 2.04310 3.50858 -0.62954
C 2.11865 3.49944 -2.15409
C 1.27625 4.66248 -2.69164
C 3.58380 3.70282 -2.55919
C 1.61285 2.17990 -2.74138
C 1.66374 1.97934 -4.13666
C 1.30287 0.77848 -4.71868
C 0.85252 -0.25072 -3.89159
S 0.42333 -1.88992 -4.25869
C 0.13168 -2.18214 -2.55037
N 0.29497 -1.14297 -1.79755
C 0.73575 -0.04632 -2.52503
C 1.12831 1.16127 -1.94327
C -0.28377 -3.49656 -1.99370
C -0.20623 -4.63934 -2.79623
C -0.57631 -5.86371 -2.26758
C -1.02421 -5.90753 -0.94449
C -1.08757 -4.74889 -0.17935
C -0.71703 -3.47110 -0.64655
H 2.41189 4.47002 -0.25944
H 2.65561 2.71738 -0.18640
H 1.02238 3.37813 -0.27533
H 1.62530 5.60637 -2.25977
H 0.22338 4.53115 -2.42324
H 1.34075 4.74088 -3.78122
H 3.96253 4.64022 -2.13907
H 3.70109 3.74449 -3.64493
H 4.20369 2.88293 -2.18739
H 2.03656 2.77316 -4.77626
H 1.39493 0.63762 -5.78936
H 1.06294 1.24115 -0.86470
H 0.15123 -4.58297 -3.82213
H -0.51120 -6.76678 -2.86412
H -1.31333 -6.85969 -0.50844
H -1.44665 -4.85819 0.84368
O -2.60669 0.25281 -1.99274
C -2.08833 0.85076 -1.04184
O -1.38678 0.36399 -0.10486
C -2.38783 2.32838 -0.88660
C -2.04879 2.99337 0.28291
C -2.32065 4.35904 0.45837
C -2.92775 4.99929 -0.59088
O -3.28853 6.32694 -0.67599
C -3.87692 6.48822 -1.96974
O -3.85681 5.22621 -2.63287
C -3.26520 4.34213 -1.74987
C -3.02467 3.00795 -1.93593
H -1.55259 2.42042 1.05817
H -2.05403 4.88432 1.36668
H -3.29468 7.20848 -2.54374
H -4.90836 6.82136 -1.85450
H -3.28196 2.46716 -2.83682
*
```